# C3H6BrN2

An isolated ion of composition C3H6BrN2 and charge +1 at a distorted geometry (wB97M-V/def2-TZVPD, the OMol25 dataset).

```
12
Properties=species:S:1:pos:R:3
Br -2.93 0.00 0.14
C -1.05 -0.02 -0.71
C -0.07 -1.08 -0.18
N 0.59 -0.25 0.91
C 0.37 1.07 0.65
N -0.45 1.23 -0.39
H -1.27 0.00 -1.78
H -0.68 -2.03 0.23
H 0.59 -1.34 -0.99
H 1.43 -0.57 1.32
H 0.85 1.78 1.31
H -0.75 2.05 -0.91
```

SMILES: Br[C@@H]1CNC=[NH+]1
Relative energy (zero: lowest compared OMol25 entry of this formula, charge and spin): 0.0 kJ/mol
Gap between HOMO and LUMO: 9.8 eV
Net charge: +1
HOMO energy: -0.53329 Ha
LUMO: -0.1738 hartree
Multiplicity: 1

---

# C19H15BF6N5SV

C19H15BF6N5SV as an isolated structure at a distorted geometry (wB97M-V/def2-TZVPD, the OMol25 dataset).

```
48
Properties=species:S:1:pos:R:3
V 0.22 -0.21 -0.31
C -2.64 -3.24 0.43
C -1.70 -2.09 0.50
N -0.66 -2.00 -0.29
N -0.42 -3.01 -1.13
C 0.72 -2.90 -1.75
N 1.10 -3.83 -2.62
S 1.80 -1.55 -1.45
C -1.88 -0.95 1.38
C -2.88 -0.81 2.33
C -2.96 0.36 3.07
C -2.04 1.38 2.84
C -1.07 1.18 1.89
N -0.99 0.05 1.19
H -2.10 -4.14 0.16
H -3.36 -3.04 -0.36
H -3.18 -3.39 1.36
H 0.47 -4.57 -2.87
H 1.96 -3.73 -3.12
H -3.59 -1.61 2.49
H -3.74 0.48 3.81
H -2.10 2.31 3.39
H -0.34 1.95 1.66
F 2.43 3.37 -3.55
C 2.41 2.77 -2.37
C 1.70 1.59 -2.23
C 1.68 0.98 -0.99
C 2.39 1.51 0.10
C 3.09 2.70 -0.10
F 3.76 3.25 0.92
C 3.11 3.34 -1.32
C 2.38 0.69 1.31
C 3.19 0.86 2.43
C 3.12 -0.06 3.46
C 2.25 -1.14 3.35
C 1.46 -1.24 2.23
N 1.51 -0.34 1.24
H 1.18 1.18 -3.09
H 3.65 4.27 -1.45
H 3.87 1.69 2.49
H 3.75 0.05 4.33
H 2.18 -1.89 4.13
H 0.77 -2.06 2.11
F -1.02 1.78 -0.98
B -1.77 0.90 -1.83
F -2.65 0.17 -1.02
F -2.33 1.49 -2.89
F -0.74 -0.08 -2.23
```

Relative energy (zero: lowest compared OMol25 entry of this formula, charge and spin): 0.0 kJ/mol
Gap between HOMO and LUMO (alpha / beta): 6.6 / 7.0 eV
Net charge: +1
HOMO energy (alpha / beta): -0.42584 / -0.42855 Ha
LUMO (alpha / beta): -0.1835 / -0.1709 hartree
Multiplicity: 2

---

# C6H10

One molecule with the formula C6H10 (wB97M-V/def2-TZVPD, the OMol25 dataset).

```
16
Properties=species:S:1:pos:R:3
C 2.21 0.05 0.00
C 0.73 0.15 0.06
C -0.05 1.24 0.08
C -1.49 0.86 -0.22
C -1.54 -0.61 0.25
C -0.12 -1.11 -0.03
H 2.49 -0.41 -0.96
H 2.68 1.04 0.06
H 2.61 -0.58 0.81
H 0.29 2.27 0.18
H -2.26 1.45 0.27
H -1.63 0.89 -1.31
H -1.75 -0.60 1.33
H -2.32 -1.22 -0.21
H -0.03 -1.57 -1.03
H 0.19 -1.85 0.72
```

SMILES: CC1=CCCC1
Relative energy (zero: lowest compared OMol25 entry of this formula, charge and spin): 10.1 kJ/mol
Gap between HOMO and LUMO: 9.9 eV
Net charge: 0
HOMO energy: -0.32226 Ha
LUMO: 0.0430 hartree
Multiplicity: 1

---

# C26H57BCl3FKLiN3O17P2S2

C26H57BCl3FKLiN3O17P2S2 as an isolated structure at a distorted geometry (wB97M-V/def2-TZVPD, the OMol25 dataset).

```
114
Properties=species:S:1:pos:R:3
C -0.51 -0.14 -3.01
C 0.88 -0.39 -3.90
C 1.60 1.11 -4.01
C 1.86 -1.53 -3.20
C 2.40 -1.08 -1.70
C 1.94 -2.22 -0.59
C 4.04 -1.13 -1.77
O 4.73 -0.58 -0.60
C 4.32 0.80 -0.28
O 5.24 1.26 0.80
C 4.77 2.54 1.36
O 5.42 3.66 0.94
B 3.57 2.74 2.47
N 2.25 1.95 2.35
O 3.65 3.68 3.62
P 4.27 2.00 -1.77
O 3.43 3.48 -1.41
O 5.83 2.25 -2.49
H -1.45 -0.51 -3.66
H -0.62 1.01 -2.80
H -0.45 -0.77 -2.02
H 0.55 -0.69 -5.01
H 2.72 0.98 -4.38
H 1.56 1.58 -2.91
H 1.02 1.86 -4.70
H 1.20 -2.52 -3.16
H 2.82 -1.73 -3.89
H 1.94 -0.02 -1.48
H 2.66 -2.06 0.35
H 0.82 -2.13 -0.26
H 2.23 -3.26 -1.05
H 4.33 -2.29 -1.81
H 4.42 -0.69 -2.81
H 3.25 0.78 0.21
H 1.80 2.11 1.42
H 2.41 0.93 2.50
H 2.71 4.08 3.70
H 3.53 4.16 -2.15
H 6.54 2.09 -1.80
C 6.87 3.36 4.59
C 7.49 2.98 3.25
C 8.91 3.55 3.22
S 9.44 3.64 4.93
O 9.61 5.03 5.29
O 10.48 2.65 5.15
C 7.92 3.05 5.64
H 5.94 2.81 4.77
H 6.63 4.43 4.60
H 7.54 1.88 3.16
H 6.90 3.35 2.40
H 9.59 2.91 2.66
H 8.92 4.56 2.81
H 7.74 3.54 6.59
H 8.02 1.97 5.79
C -4.30 -0.47 -1.42
C -4.34 0.26 -2.75
C -5.74 0.29 -3.36
N -5.98 -0.72 -4.51
C -5.29 -0.24 -5.78
C -5.56 -2.16 -4.17
C -6.73 -2.69 -3.38
C -7.92 -2.20 -4.17
C -7.51 -0.84 -4.74
H -4.54 -1.53 -1.52
H -3.30 -0.40 -0.97
H -5.02 -0.03 -0.71
H -3.59 -0.15 -3.43
H -4.03 1.30 -2.56
H -5.93 1.28 -3.80
H -6.50 0.11 -2.60
H -4.21 -0.21 -5.61
H -5.68 0.75 -6.03
H -5.52 -0.95 -6.58
H -5.45 -2.70 -5.12
H -4.60 -2.17 -3.65
H -6.74 -2.28 -2.37
H -6.71 -3.78 -3.30
H -8.82 -2.13 -3.56
H -8.14 -2.89 -5.00
H -8.01 0.00 -4.24
H -7.71 -0.78 -5.82
Cl -7.12 -4.81 -4.34
C -4.21 -2.78 4.07
C -5.22 -2.87 2.93
C -5.13 -1.57 2.13
S -3.46 -0.97 2.34
O -3.51 0.27 3.07
O -2.74 -1.11 1.08
C -2.92 -2.26 3.45
H -4.06 -3.74 4.56
H -4.57 -2.07 4.83
H -4.96 -3.72 2.29
H -6.23 -3.04 3.30
H -5.32 -1.74 1.07
H -5.81 -0.82 2.52
H -2.22 -1.86 4.18
H -2.44 -3.04 2.85
Li 2.48 -3.41 -4.77
C -2.58 -3.49 7.37
Cl -1.88 -4.33 5.98
Cl -4.12 -2.75 6.96
H -2.74 -4.21 8.18
H -1.88 -2.71 7.70
N -4.17 -1.73 -9.26
O -3.39 -1.87 -8.31
O -4.83 -0.68 -9.37
O -4.30 -2.64 -10.10
K -3.50 -5.14 9.22
F 3.99 -0.88 -4.31
O 6.20 4.59 7.64
P 5.82 4.86 9.11
O 4.51 4.13 9.44
O 5.63 6.37 9.32
O 6.94 4.35 10.03
```

Relative energy (zero: lowest compared OMol25 entry of this formula, charge and spin): 918.5 kJ/mol
Gap between HOMO and LUMO: 0.9 eV
Net charge: -3
HOMO energy: 0.03682 Ha
LUMO: 0.0698 hartree
Multiplicity: 1

---

# C7H36B2N14O7V

C7H36B2N14O7V as an isolated structure at a distorted geometry (wB97M-V/def2-TZVPD, the OMol25 dataset).

```
67
Properties=species:S:1:pos:R:3
V 1.97 -0.88 -0.19
B 0.26 0.71 0.15
H 1.01 1.18 -0.54
H 0.65 0.47 1.20
H -0.59 1.45 0.33
H -0.14 -0.20 -0.36
B 0.75 -2.79 -1.03
H -0.01 -2.96 -1.87
H 1.07 -3.79 -0.55
H 1.64 -2.33 -1.53
H 0.32 -2.09 -0.28
C 1.50 -2.75 2.59
O 1.79 -1.64 2.10
N 0.91 -2.86 3.82
N 1.78 -3.95 2.07
H 0.80 -2.11 4.47
H 0.29 -3.65 3.88
H 1.46 -4.81 2.47
H 2.13 -4.05 1.13
C -0.24 2.00 3.96
O -0.58 2.69 4.92
N -0.44 2.38 2.68
N 0.37 0.80 4.05
H -0.21 1.82 1.86
H -0.51 3.39 2.61
H 0.45 0.56 5.03
H 0.63 0.14 3.34
C -4.24 0.66 0.85
O -4.53 0.92 -0.33
N -5.16 0.40 1.80
N -2.98 0.73 1.30
H -6.14 0.52 1.63
H -4.85 0.05 2.68
H -2.83 0.90 2.28
H -2.21 1.07 0.75
C -0.99 2.75 -3.41
O -1.87 3.35 -4.04
N -0.50 1.58 -3.89
N -0.58 3.10 -2.17
H -0.05 0.85 -3.36
H -0.95 1.27 -4.73
H -0.83 3.98 -1.77
H -0.21 2.36 -1.59
C -3.14 -2.17 -1.71
O -2.49 -3.23 -1.79
N -4.45 -2.10 -2.05
N -2.53 -0.96 -1.62
H -4.74 -1.19 -2.34
H -4.85 -2.99 -2.30
H -1.70 -0.94 -1.03
H -3.22 -0.23 -1.50
C 3.49 1.73 1.51
O 3.18 0.76 0.81
N 2.73 2.86 1.58
N 4.67 1.85 2.11
H 3.00 3.69 2.07
H 1.78 2.74 1.25
H 5.32 1.08 2.10
H 5.07 2.76 2.28
C 2.34 -0.44 -3.48
O 2.13 -0.05 -2.32
N 2.22 -1.76 -3.87
N 2.56 0.41 -4.49
H 2.75 -1.92 -4.71
H 2.10 -2.45 -3.14
H 2.90 1.33 -4.29
H 2.77 -0.02 -5.38
```

Gap between HOMO and LUMO (alpha / beta): 8.0 / 8.1 eV
Net charge: 0
HOMO energy (alpha / beta): -0.30007 / -0.30848 Ha
LUMO (alpha / beta): -0.0066 / -0.0100 hartree
Multiplicity: 4

---

# C5H9NO

C5H9NO as an isolated structure at a distorted geometry (wB97M-V/def2-TZVPD, the OMol25 dataset).

```
16
Properties=species:S:1:pos:R:3
C -0.28 1.82 0.64
C -0.16 0.67 -0.35
C 1.25 0.22 -0.83
C 0.95 -1.27 -0.47
C -0.32 -0.75 0.11
N -1.36 -1.14 0.65
O -1.73 -2.45 0.91
H -0.04 2.75 0.12
H 0.41 1.70 1.48
H -1.30 1.91 1.04
H -0.86 0.83 -1.18
H 1.46 0.41 -1.88
H 2.03 0.64 -0.19
H 1.62 -1.77 0.23
H 0.76 -1.94 -1.31
H -2.45 -1.62 1.02
```

Relative energy (zero: lowest compared OMol25 entry of this formula, charge and spin): 495.0 kJ/mol
Gap between HOMO and LUMO: 10.4 eV
Net charge: 0
HOMO energy: -0.34426 Ha
LUMO: 0.0379 hartree
Multiplicity: 1

---

# C20H41InN2P3S

C20H41InN2P3S as an isolated structure at a distorted geometry (wB97M-V/def2-TZVPD, the OMol25 dataset).

```
68
Properties=species:S:1:pos:R:3
In -0.22 0.13 0.65
P 0.59 -2.74 -1.13
P 2.52 0.28 0.14
P -2.55 -1.36 -0.22
H -1.08 6.44 -0.52
C -1.99 6.04 -0.06
C -1.98 5.64 1.20
H -1.06 5.66 1.78
C 0.65 -2.54 -2.97
C 2.26 -3.46 -0.87
C -0.34 -4.33 -1.02
C 3.04 1.88 0.85
C 3.79 -0.83 0.86
C 2.99 0.49 -1.63
C -3.95 -0.23 0.09
C -3.11 -2.85 0.69
C -2.89 -1.79 -1.97
H -2.91 6.13 -0.68
H -2.90 5.39 1.74
H 0.87 -3.50 -3.45
H 1.43 -1.81 -3.21
H -0.32 -2.16 -3.31
H 2.39 -4.34 -1.50
H 2.37 -3.75 0.18
H 3.03 -2.71 -1.11
H 0.21 -5.13 -1.53
H -1.33 -4.23 -1.46
H -0.45 -4.59 0.04
H 4.13 1.89 0.98
H 2.56 1.99 1.83
H 2.74 2.73 0.22
H 4.63 -0.99 0.16
H 3.35 -1.80 1.12
H 4.18 -0.37 1.78
H 4.02 0.88 -1.71
H 2.29 1.20 -2.09
H 2.92 -0.47 -2.16
H -4.86 -0.62 -0.40
H -3.72 0.77 -0.31
H -4.13 -0.14 1.17
H -4.17 -3.06 0.47
H -3.00 -2.64 1.76
H -2.50 -3.72 0.44
H -3.97 -1.87 -2.15
H -2.41 -2.74 -2.25
H -2.48 -0.99 -2.60
C -0.84 3.07 0.31
C -1.33 3.09 -1.00
C -0.64 3.72 -2.02
C 0.58 4.36 -1.73
C 1.07 4.39 -0.41
C 0.35 3.77 0.61
S -1.69 2.18 1.50
H -0.67 0.70 -1.00
H -2.33 2.68 -1.17
H -1.07 3.67 -3.01
H 1.21 4.83 -2.50
H 1.97 4.94 -0.17
H 0.68 3.82 1.65
N 0.69 -3.27 3.53
C 0.49 -2.23 4.46
C 0.19 -1.12 3.72
N 0.20 -1.47 2.37
C 0.50 -2.77 2.30
H 0.91 -4.25 3.75
H 0.57 -2.38 5.53
H -0.04 -0.12 4.05
H 0.57 -3.39 1.40
```

Relative energy (zero: lowest compared OMol25 entry of this formula, charge and spin): 246.4 kJ/mol
Gap between HOMO and LUMO (alpha / beta): 4.7 / 5.0 eV
Net charge: +3
HOMO energy (alpha / beta): -0.63131 / -0.62250 Ha
LUMO (alpha / beta): -0.4574 / -0.4399 hartree
Multiplicity: 1

---

# C19H42AlF3IO11P2

C19H42AlF3IO11P2 as an isolated structure at a distorted geometry (wB97M-V/def2-TZVPD, the OMol25 dataset).

```
79
Properties=species:S:1:pos:R:3
C -5.97 4.34 5.51
C -4.53 3.88 5.80
Al -4.46 1.86 5.92
O -6.11 1.31 6.29
C -3.12 1.29 7.39
C -3.40 -0.02 8.01
O -3.31 -0.29 9.15
I -4.05 -1.69 6.71
C -3.70 1.13 4.16
C -4.70 0.99 3.04
O -5.87 1.79 3.24
C -4.15 1.28 1.61
F -4.86 2.19 0.92
F -2.86 1.67 1.56
F -4.22 0.13 0.87
H -6.46 4.73 6.41
H -6.01 5.15 4.76
H -6.60 3.54 5.11
H -3.89 4.14 4.95
H -4.17 4.34 6.73
H -6.22 0.36 6.21
H -2.13 1.19 6.95
H -3.05 2.03 8.18
H -3.30 0.14 4.35
H -2.84 1.76 3.91
H -5.01 -0.05 3.02
H -6.60 1.28 2.89
O 1.16 -2.21 -1.79
P -0.04 -1.86 -2.58
O -1.21 -1.87 -1.44
C -1.23 -0.86 -0.43
C -1.64 0.50 -0.96
O -0.32 -3.26 -3.36
C 0.71 -4.24 -3.53
C 0.62 -5.31 -2.46
O -0.83 -0.96 -3.64
C -1.96 -1.42 -4.41
C -3.17 -1.87 -3.62
H -0.26 -0.81 0.06
H -1.96 -1.19 0.31
H -0.89 0.89 -1.67
H -1.73 1.21 -0.15
H -2.59 0.45 -1.50
H 1.69 -3.76 -3.53
H 0.56 -4.68 -4.51
H 0.47 -4.88 -1.47
H 1.53 -5.91 -2.45
H -0.22 -5.97 -2.65
H -1.64 -2.19 -5.10
H -2.24 -0.56 -5.02
H -2.98 -2.80 -3.09
H -4.00 -2.02 -4.31
H -3.47 -1.12 -2.89
O 5.60 2.42 -3.56
P 5.51 0.97 -3.28
O 4.87 0.78 -1.81
C 3.51 1.17 -1.57
C 2.53 0.23 -2.24
O 7.06 0.55 -2.99
C 8.14 1.42 -3.32
C 8.58 2.23 -2.12
O 5.12 -0.40 -3.97
C 5.72 -1.67 -3.66
C 5.56 -2.13 -2.23
H 3.36 2.20 -1.89
H 3.38 1.14 -0.49
H 2.60 0.29 -3.33
H 1.51 0.49 -1.95
H 2.72 -0.80 -1.96
H 7.87 2.07 -4.15
H 8.96 0.79 -3.67
H 7.73 2.65 -1.58
H 9.24 3.05 -2.42
H 9.12 1.60 -1.42
H 6.77 -1.66 -3.94
H 5.23 -2.38 -4.32
H 6.14 -1.54 -1.53
H 5.90 -3.17 -2.15
H 4.51 -2.09 -1.92
```

Gap between HOMO and LUMO: 6.8 eV
Net charge: -1
HOMO energy: -0.18334 Ha
LUMO: 0.0664 hartree
Multiplicity: 1